1.
{
  "formula": "C55H47AsCl6GaN4O3",
  "method": "the ωB97M-V functional and the def2-TZVPD basis",
  "symbols": ["Ga", "Cl", "C", "C", "Cl", "C", "Cl", "C", "O", "C", "Cl", "C", "Cl", "C", "C", "C", "C", "C", "C", "C", "C", "C", "C", "C", "C", "C", "C", "C", "N", "H", "H", "H", "H", "H", "H", "H", "H", "H", "H", "O", "As", "C", "C", "C", "C", "C", "C", "C", "C", "C", "C", "C", "C", "C", "C", "C", "C", "C", "C", "H", "H", "H", "H", "H", "H", "H", "H", "H", "H", "H", "H", "H", "H", "H", "C", "C", "C", "C", "C", "O", "C", "C", "C", "C", "C", "C", "Cl", "C", "C", "C", "N", "C", "N", "C", "N", "H", "H", "H", "H", "H", "H", "H", "H", "H", "H", "H", "H", "H", "H", "H", "H", "H", "H", "H", "H", "H", "H"],
  "coordinates": [[-0.058, -0.657, 0.560], [2.422, 3.200, 6.144], [1.817, 2.520, 4.686], [2.688, 1.962, 3.803], [4.334, 1.794, 4.191], [2.195, 1.434, 2.575], [3.245, 0.736, 1.437], [0.781, 1.448, 2.310], [0.342, 1.095, 1.111], [-0.067, 1.899, 3.304], [-1.756, 1.734, 2.982], [0.426, 2.453, 4.451], [-0.727, 3.166, 5.546], [-2.042, -4.399, -0.149], [-1.262, -4.952, -1.121], [-0.169, -4.260, -1.641], [0.157, -3.017, -1.096], [-0.536, -2.496, -0.047], [-1.652, -3.167, 0.429], [1.287, -2.149, -1.599], [2.276, -2.633, -2.433], [3.109, -1.769, -3.050], [3.005, -0.381, -2.734], [3.832, 0.572, -3.437], [3.785, 1.904, -3.103], [2.820, 2.309, -2.133], [2.009, 1.390, -1.512], [2.109, 0.022, -1.797], [1.228, -0.881, -1.209], [-2.955, -4.838, 0.134], [-1.468, -5.910, -1.533], [0.467, -4.692, -2.380], [-2.269, -2.808, 1.313], [2.383, -3.673, -2.632], [3.829, -2.145, -3.842], [4.582, 0.224, -4.108], [4.338, 2.686, -3.652], [2.707, 3.327, -1.888], [1.294, 1.739, -0.815], [0.344, -1.290, 2.436], [0.574, -2.650, 3.419], [-1.201, -3.119, 3.917], [-2.168, -2.110, 3.689], [-3.478, -2.326, 4.040], [-3.873, -3.510, 4.617], [-2.935, -4.521, 4.825], [-1.596, -4.340, 4.464], [1.443, -4.010, 2.386], [0.755, -5.128, 1.933], [1.363, -5.964, 1.008], [2.581, -5.652, 0.425], [3.260, -4.562, 0.946], [2.707, -3.751, 1.906], [1.581, -2.090, 4.885], [2.502, -2.945, 5.455], [3.207, -2.515, 6.564], [2.933, -1.278, 7.134], [2.004, -0.411, 6.555], [1.331, -0.809, 5.435], [-1.799, -1.170, 3.297], [-4.131, -1.489, 3.898], [-4.908, -3.656, 4.851], [-3.233, -5.456, 5.232], [-0.869, -5.165, 4.582], [-0.232, -5.284, 2.370], [0.917, -6.907, 0.763], [2.959, -6.255, -0.355], [4.241, -4.234, 0.595], [3.230, -2.904, 2.336], [2.760, -3.922, 5.005], [3.959, -3.104, 7.063], [3.517, -0.885, 7.952], [1.829, 0.540, 6.981], [0.636, -0.134, 4.940], [-0.390, 3.425, -2.262], [-1.461, 4.437, -1.942], [-1.544, 4.747, -0.448], [-1.077, 5.789, -2.618], [-2.888, 4.089, -2.491], [-3.716, 5.194, -2.236], [-3.081, 3.806, -4.009], [-2.769, 2.478, -4.711], [-1.368, 2.274, -5.227], [-0.704, 1.121, -4.845], [0.569, 0.877, -5.305], [1.236, 1.829, -6.095], [2.878, 1.525, -6.594], [0.585, 3.010, -6.425], [-0.723, 3.226, -5.974], [-3.621, 2.953, -1.756], [-2.968, 1.667, -1.379], [-2.287, 1.427, -0.273], [-1.806, 0.209, -0.355], [-2.290, -0.298, -1.509], [-2.976, 0.574, -2.154], [0.452, 3.568, -1.602], [-0.091, 3.630, -3.306], [-0.708, 2.414, -2.162], [-0.769, 5.503, -0.164], [-1.445, 3.902, 0.239], [-2.503, 5.198, -0.296], [-0.085, 6.129, -2.349], [-1.743, 6.631, -2.373], [-1.142, 5.650, -3.700], [-3.882, 5.671, -3.049], [-2.699, 4.652, -4.569], [-4.194, 3.928, -4.069], [-3.438, 2.443, -5.553], [-3.057, 1.601, -4.163], [-1.198, 0.289, -4.308], [1.150, 0.003, -4.942], [1.082, 3.742, -7.093], [-1.224, 4.149, -6.146], [-4.502, 2.697, -2.344], [-3.993, 3.302, -0.774], [-2.307, 2.014, 0.616], [-2.017, -1.262, -1.899]],
  "total_charge": 1,
  "homo_lumo_gap_ev": 7.857
}


2.
{
  "formula": "C52H83N7O12S6",
  "method": "the ωB97M-V functional and the def2-TZVPD basis",
  "symbols": ["C", "C", "C", "S", "O", "O", "C", "H", "H", "H", "H", "H", "H", "H", "H", "C", "C", "C", "S", "O", "O", "C", "H", "H", "H", "H", "H", "H", "H", "H", "C", "C", "C", "S", "O", "O", "C", "H", "H", "H", "H", "H", "H", "H", "H", "C", "C", "C", "S", "O", "O", "C", "H", "H", "H", "H", "H", "H", "H", "H", "C", "C", "C", "S", "O", "O", "C", "H", "H", "H", "H", "H", "H", "H", "H", "C", "C", "C", "S", "O", "O", "C", "H", "H", "H", "H", "H", "H", "H", "H", "N", "C", "C", "C", "C", "H", "H", "H", "H", "H", "N", "C", "C", "C", "C", "H", "H", "H", "H", "H", "N", "C", "C", "C", "C", "H", "H", "H", "H", "H", "N", "C", "C", "C", "C", "H", "H", "H", "H", "H", "N", "C", "C", "C", "C", "H", "H", "H", "H", "H", "N", "C", "C", "C", "C", "H", "H", "H", "H", "H", "N", "C", "C", "C", "C", "H", "H", "H", "H", "H"],
  "coordinates": [[10.637, 12.352, 19.145], [11.542, 13.602, 18.769], [12.663, 13.104, 17.787], [11.934, 11.755, 16.877], [12.679, 10.552, 16.927], [11.533, 12.178, 15.514], [10.459, 11.543, 17.845], [9.697, 12.760, 19.563], [11.176, 11.795, 19.907], [12.030, 14.078, 19.655], [10.917, 14.363, 18.283], [13.464, 12.596, 18.263], [12.999, 13.819, 17.089], [10.362, 10.451, 17.958], [9.645, 11.827, 17.100], [12.158, 19.963, 14.923], [11.169, 20.699, 15.771], [11.470, 20.513, 17.276], [13.221, 20.362, 17.375], [13.542, 19.203, 18.169], [13.807, 21.638, 17.747], [13.581, 20.053, 15.598], [12.202, 20.384, 13.925], [11.892, 18.907, 14.824], [10.207, 20.283, 15.551], [11.201, 21.723, 15.458], [11.049, 19.581, 17.575], [11.223, 21.427, 17.877], [14.139, 19.177, 15.379], [14.105, 20.979, 15.244], [16.557, 17.066, 18.810], [15.799, 16.600, 17.492], [16.610, 17.053, 16.287], [18.219, 17.626, 16.882], [18.727, 18.678, 16.112], [18.963, 16.431, 17.146], [17.599, 18.165, 18.416], [17.102, 16.191, 19.200], [15.893, 17.504, 19.545], [14.813, 17.037, 17.486], [15.710, 15.524, 17.499], [16.099, 17.881, 15.864], [16.815, 16.308, 15.570], [17.039, 19.092, 18.193], [18.349, 18.308, 19.184], [8.743, 19.935, 10.452], [8.278, 18.479, 10.728], [9.437, 17.640, 10.359], [10.789, 18.448, 11.186], [12.046, 18.351, 10.427], [10.805, 18.051, 12.584], [10.092, 20.117, 11.105], [8.086, 20.720, 10.797], [8.849, 19.951, 9.358], [7.495, 18.304, 10.027], [7.860, 18.357, 11.704], [9.768, 17.850, 9.279], [9.381, 16.565, 10.479], [10.733, 20.811, 10.578], [10.005, 20.283, 12.151], [12.941, 15.888, 8.060], [12.841, 14.865, 9.137], [13.854, 15.248, 10.200], [15.353, 15.736, 9.327], [16.320, 14.661, 9.228], [15.648, 17.109, 9.738], [14.453, 15.946, 7.768], [12.713, 16.904, 8.439], [12.441, 15.818, 7.075], [13.088, 13.863, 8.813], [11.853, 14.868, 9.631], [14.116, 14.489, 10.912], [13.510, 16.141, 10.765], [14.756, 15.058, 7.257], [14.786, 16.884, 7.314], [19.373, 15.887, 11.649], [19.427, 16.497, 13.078], [20.835, 17.135, 13.384], [21.516, 17.336, 11.777], [22.948, 17.228, 11.779], [20.814, 18.433, 11.139], [20.782, 15.794, 11.203], [18.722, 16.506, 11.037], [18.815, 14.918, 11.645], [19.123, 15.750, 13.791], [18.677, 17.315, 13.225], [21.542, 16.577, 13.992], [20.571, 18.084, 13.846], [21.337, 15.060, 11.780], [20.973, 15.665, 10.145], [16.389, 19.494, 10.987], [15.221, 20.155, 11.168], [15.257, 20.827, 12.355], [16.599, 20.599, 12.917], [17.235, 19.825, 12.023], [16.601, 18.906, 10.160], [14.458, 19.991, 10.454], [14.406, 21.316, 12.775], [16.930, 21.185, 13.759], [18.249, 19.540, 11.939], [17.209, 11.239, 16.943], [17.956, 12.336, 17.157], [17.203, 13.450, 16.751], [15.942, 12.988, 16.263], [15.998, 11.588, 16.390], [17.557, 10.299, 17.159], [18.920, 12.306, 17.595], [17.654, 14.412, 16.718], [15.118, 13.558, 15.870], [15.306, 10.733, 16.255], [14.952, 17.415, 12.794], [15.852, 16.379, 12.904], [15.162, 15.313, 13.444], [13.808, 15.724, 13.704], [13.749, 17.028, 13.263], [15.187, 18.371, 12.504], [16.873, 16.594, 12.750], [15.570, 14.265, 13.598], [12.939, 15.145, 13.997], [12.896, 17.674, 13.111], [10.447, 15.065, 15.529], [9.192, 14.638, 15.864], [8.703, 15.465, 16.885], [9.752, 16.379, 17.151], [10.771, 16.126, 16.305], [10.986, 14.710, 14.776], [8.857, 13.743, 15.405], [7.740, 15.378, 17.426], [9.813, 17.101, 17.992], [11.715, 16.672, 16.332], [9.555, 12.614, 11.219], [10.630, 13.345, 11.608], [10.157, 14.568, 12.035], [8.770, 14.588, 11.832], [8.415, 13.337, 11.360], [9.507, 11.628, 11.160], [11.592, 12.979, 11.753], [10.762, 15.329, 12.395], [8.058, 15.350, 12.121], [7.491, 12.811, 11.139], [12.729, 10.659, 13.233], [12.304, 9.924, 12.143], [13.165, 10.142, 11.075], [14.106, 11.097, 11.571], [13.847, 11.400, 12.886], [12.345, 10.700, 14.157], [11.492, 9.202, 12.334], [13.127, 9.612, 10.125], [14.891, 11.576, 11.007], [14.265, 12.102, 13.625], [18.140, 12.709, 13.602], [19.489, 12.733, 13.449], [19.844, 11.964, 12.374], [18.627, 11.538, 11.788], [17.610, 11.975, 12.595], [17.659, 13.071, 14.387], [20.066, 13.300, 14.209], [20.860, 11.976, 12.063], [18.450, 10.857, 10.962], [16.549, 11.708, 12.437]],
  "relative_energy_ev": 0.000,
  "homo_lumo_gap_ev": 7.871
}


3.
{
  "formula": "C7H12N5O2S",
  "method": "the ωB97M-V functional and the def2-TZVPD basis",
  "symbols": ["H", "N", "C", "N", "N", "N", "N", "S", "O", "O", "C", "C", "C", "C", "C", "C", "H", "H", "H", "H", "H", "H", "H", "H", "H", "H", "H"],
  "coordinates": [[-0.301, -2.036, -1.743], [-0.715, -2.236, -0.869], [-1.263, -1.289, -0.239], [-1.616, -1.444, 1.050], [-1.880, -0.091, -0.912], [-3.113, 0.453, -0.139], [-0.986, 0.941, -1.030], [-0.395, 1.740, 0.400], [-1.353, 1.172, 1.425], [-0.345, 3.137, 0.219], [1.196, 0.973, 0.341], [2.011, 1.272, -0.739], [3.068, 0.400, -0.990], [3.305, -0.765, -0.175], [2.404, -1.026, 0.859], [1.387, -0.133, 1.208], [-1.326, -2.276, 1.491], [-1.510, -0.712, 1.742], [-2.730, 0.838, 0.837], [-3.655, 1.227, -0.668], [-3.656, -0.363, -0.044], [-1.260, 1.472, -1.836], [1.914, 2.061, -1.448], [3.720, 0.356, -1.873], [3.944, -1.648, -0.363], [2.484, -1.844, 1.510], [0.671, -0.180, 1.983]],
  "smiles": "[H]/N=C(/N)N([NH3+])NS(=O)(=O)c1ccccc1",
  "total_charge": 1,
  "homo_lumo_gap_ev": 9.960
}